[1]
The following is a DFT calculation (ωB97M-V with the def2-TZVPD basis set) of a single CH6N4S molecule in a non-equilibrium geometry.

```
12
Properties=species:S:1:pos:R:3:mulliken_charge:R:1
C 0.0038 0.4539 -0.0903 0.34
H 2.2457 -0.3799 -0.7908 0.25
H 2.5549 -1.2122 0.5641 0.25
H 0.0147 -1.4119 -0.6260 0.32
H 0.1197 2.4021 -0.2069 0.25
H -1.7640 1.4523 0.0456 0.32
H -2.1200 -0.5518 1.3927 0.17
N 1.8561 -1.1126 -0.2844 -0.57
N 0.5779 -0.9649 0.2990 -0.20
N 0.6149 1.4724 0.2182 -0.57
N -1.3990 0.4434 -0.4848 -0.47
S -2.7047 -0.5908 -0.0364 -0.10
```

Orbital gap: 0.3520 hartree
ΔE to the lowest compared entry with this formula, charge and spin: 334.7 kJ/mol
M: 106.15 g mol⁻¹
Charge: 0
SMILES: [H]/N=C(/NN)NS
DFT total energy: -17925.333 eV



[2]
The following is a DFT calculation (ωB97M-V with the def2-TZVPD basis set) of 11 unconnected molecules or ions with the total composition C8H38BF4N2O10 in a non-equilibrium geometry.

```
63
Properties=species:S:1:pos:R:3:mulliken_charge:R:1
B -1.6090 1.2086 -1.1929 0.35
F -1.2641 2.5297 -0.8323 -0.22
F -2.5977 0.7864 -0.2916 -0.11
F -2.1380 1.2684 -2.4887 -0.49
F -0.5006 0.3622 -1.2062 -0.34
C 2.7809 -0.7769 1.8272 -1.17
C 2.7227 0.7375 1.6442 0.73
C 4.0300 1.3554 2.1293 -0.74
O 4.3252 0.9372 3.4553 -0.28
C 5.3837 1.6712 3.9976 -0.76
N 2.4194 1.1487 0.3004 -0.77
H 3.5795 -1.1352 1.1675 0.32
H 1.8885 -1.2666 1.4212 0.12
H 2.8673 -1.0925 2.8620 0.37
H 1.9347 1.0902 2.3299 0.15
H 3.9601 2.4446 2.0493 0.37
H 4.8261 1.0135 1.4561 0.27
H 6.2951 1.6921 3.3902 0.30
H 5.5933 1.2187 4.9686 0.27
H 5.1427 2.7210 4.2131 0.29
H 1.6020 0.7333 -0.1254 0.25
H 2.1842 2.1441 0.3101 0.33
C 1.3058 -3.6356 -1.6997 -1.23
C -0.2190 -3.8081 -1.4339 0.13
C -0.5533 -3.9751 0.0370 -0.54
O 0.3499 -4.9289 0.5655 -0.31
C 0.1444 -5.1272 1.9494 -0.76
N -0.9873 -2.6269 -1.9026 -0.51
H 1.7202 -2.9782 -0.9383 0.16
H 1.4828 -3.2331 -2.6970 0.40
H 1.6918 -4.6552 -1.7433 0.40
H -0.5038 -4.6851 -2.0190 0.35
H -1.5794 -4.3451 0.1839 0.37
H -0.5508 -3.0225 0.5869 0.30
H 0.8401 -5.9161 2.2365 0.26
H -0.8732 -5.4230 2.2147 0.30
H 0.4298 -4.2510 2.5396 0.29
H -0.8095 -2.4504 -2.8877 0.24
H -0.4740 -1.8716 -1.4527 0.08
O -0.7167 4.8974 0.0992 -0.77
H -1.1994 5.2706 -0.6507 0.32
H -0.9095 3.9356 0.0355 0.56
O -4.4310 3.0869 -0.1657 -0.67
H -3.8438 2.3300 -0.3069 0.34
H -4.8671 2.8887 0.6700 0.29
O 1.9114 4.0701 0.6862 -0.64
H 1.0278 4.3011 0.3122 0.33
H 2.4668 4.8183 0.4517 0.27
O 0.4340 -0.1919 -3.7046 -0.71
H 1.1582 0.4306 -3.5882 0.29
H -0.2473 0.1129 -3.0858 0.30
O -4.1165 0.4033 1.9849 -0.66
H -4.3735 -0.4894 2.2333 0.32
H -3.6353 0.2944 1.1486 0.40
O -5.2087 0.8477 -4.0602 -0.68
H -4.4975 1.0991 -3.4563 0.35
H -5.5255 0.0059 -3.7165 0.32
O -2.7439 4.6895 -2.1984 -0.70
H -2.6542 3.7535 -2.4172 0.29
H -3.3473 4.7009 -1.4410 0.34
O -3.5667 -1.7401 -1.2210 -0.79
H -3.0452 -0.9240 -1.1790 0.29
H -2.9098 -2.4497 -1.3545 0.43
```

Orbital gap: 0.3338 hartree
M: 409.20 g mol⁻¹
Charge: -1
DFT total energy: -43923.658 eV



[3]
The following is a DFT calculation (ωB97M-V with the def2-TZVPD basis set) of 2 unconnected molecules or ions with the total composition C5H9NO2 in a non-equilibrium geometry.

```
17
Properties=species:S:1:pos:R:3:mulliken_charge:R:1
C -0.3701 0.3365 0.7409 0.19
C 0.6620 -0.5154 0.1135 -0.09
C -1.5385 0.8619 -0.0611 -1.36
C 0.7770 -0.6699 -1.3875 -1.40
C 1.0258 1.2292 0.6080 -0.13
N -0.6683 -2.0112 0.7241 0.14
O -0.4061 -2.6885 1.6349 -0.29
O 1.6742 1.5453 1.5994 -0.56
H -0.5145 0.2179 1.8083 0.58
H 1.4108 -1.0039 0.7252 0.59
H 1.0567 1.8168 -0.3247 0.34
H -1.2514 1.7149 -0.6822 0.34
H -2.3352 1.1877 0.6097 0.33
H -1.9715 0.1137 -0.7283 0.30
H 0.5898 0.2572 -1.9349 0.33
H 1.7856 -0.9899 -1.6541 0.33
H 0.0737 -1.4023 -1.7909 0.36
```

Orbital gap (spin up / spin down): 0.2875 / 0.2859 hartree
ΔE to the lowest compared entry with this formula, charge and spin: 580.2 kJ/mol
M: 115.13 g mol⁻¹
Charge: 0
DFT total energy: -10910.563 eV



[4]
The following is a DFT calculation (ωB97M-V with the def2-TZVPD basis set) of a single C5H8S molecule in a non-equilibrium geometry.

```
14
Properties=species:S:1:pos:R:3:mulliken_charge:R:1
C 1.1582 -0.5583 0.9765 -0.81
C 0.2166 0.4243 1.8321 0.13
C 0.3970 0.6042 0.4517 -0.07
C -0.6217 -0.5089 -1.5494 -1.20
C -0.2523 0.8183 -0.8652 -0.26
S -1.4241 -0.1215 2.0960 -0.26
H 2.1528 -0.4079 1.2363 0.27
H 0.9057 -1.6306 0.8072 0.25
H 0.5729 1.0920 2.6728 0.28
H 0.1607 -1.2103 -1.7190 0.37
H -1.2257 -0.2880 -2.4373 0.35
H -1.3285 -1.1779 -1.0598 0.33
H -1.1280 1.5587 -1.0146 0.26
H 0.4164 1.4058 -1.4273 0.33
```

Orbital gap (spin up / spin down): 0.2924 / 0.2503 hartree
ΔE to the lowest compared entry with this formula, charge and spin: 397.6 kJ/mol
M: 100.19 g mol⁻¹
Charge: 0
DFT total energy: -16145.516 eV



Q: Look up the charge of the second one.
A: -1



Q: The lowest DFT total energy belongs to which entry?
A: C8H38BF4N2O10